Entry 1:
Density functional theory data (ωB97M-V/def2-TZVPD) for a structure of composition C27H16Cl3N2O8Pr at a distorted geometry.

As for the energy: -3647.7728 a.u. For the highest occupied orbital energy (alpha / beta), the calculation gives -0.06889 / -0.06967 Ha. As for the net charge: -2. The calculation puts the relative energy (zero: lowest compared OMol25 entry of this formula, charge and spin) at 0.948 eV. As for the spin multiplicity: 3. The LUMO energy (alpha / beta) comes out at 4.064 / 4.064 eV. For the frontier orbital gap (alpha / beta), the calculation gives 5.9 / 6.0 eV.

Last column: Löwdin spin population.
Geometry (Å):
1 Pr 0.1142 0.4481 0.1696  2.01
2 O -1.2553 -0.8735 1.4467  0.00
3 C -1.3838 -2.1119 1.6549  0.00
4 C -1.4693 -2.6304 2.9855  0.00
5 C -1.6598 -3.9576 3.2321  0.00
6 C -1.8295 -4.8688 2.1780  0.00
7 C -1.7608 -4.4213 0.8850  0.00
8 C -1.4962 -3.0744 0.5833  0.00
9 C -1.2571 -2.7049 -0.7696  0.00
10 N -0.8282 -1.5620 -1.1737  0.00
11 C -0.5608 -1.4022 -2.5788  0.00
12 C 0.9551 -1.2140 -2.7845  0.00
13 N 1.4236 -0.0489 -2.0801  0.00
14 C 2.0469 0.8442 -2.7657  0.00
15 C 2.5601 2.0853 -2.2968  0.00
16 C 3.1753 2.9541 -3.2148  0.00
17 C 3.5975 4.2075 -2.8584  0.00
18 C 3.3870 4.6491 -1.5447  0.00
19 C 2.8062 3.8373 -0.6180  0.00
20 C 2.3860 2.5055 -0.9268  0.00
21 O 1.9073 1.7600 -0.0276  0.00
22 H -1.3562 -1.9134 3.7859  0.00
23 H -1.6879 -4.3149 4.2539  0.00
24 H -1.9896 -5.9172 2.3928  0.00
25 H -1.8907 -5.1218 0.0648  0.00
26 H -1.4458 -3.5006 -1.5208  0.00
27 H -1.0775 -0.5030 -2.9328  0.00
28 H -0.9023 -2.2744 -3.1690  0.00
29 H 1.1758 -1.1472 -3.8684  0.00
30 H 1.4662 -2.0932 -2.3673  0.00
31 H 2.1988 0.6672 -3.8488  0.00
32 H 3.3059 2.6224 -4.2406  0.00
33 H 4.0564 4.8655 -3.5844  0.00
34 H 3.6923 5.6503 -1.2700  0.00
35 H 2.6255 4.1647 0.3953  0.00
36 Cl -5.4762 5.1473 -2.0537  0.00
37 C -4.0428 4.1956 -1.8583  0.00
38 C -4.1211 2.9676 -1.2211  0.00
39 C -2.9661 2.2302 -1.0827  0.00
40 Cl -2.9528 0.7190 -0.2338  0.00
41 C -1.6913 2.6438 -1.5750  0.00
42 O -0.6595 1.9081 -1.4907  0.00
43 C -1.7042 3.9197 -2.2034  0.00
44 Cl -0.1884 4.4937 -2.8022  0.00
45 C -2.8390 4.6908 -2.3349  0.00
46 H -5.0561 2.5907 -0.8376  0.00
47 H -2.7881 5.6585 -2.8105  0.00
48 O 2.1301 1.6157 5.8714  0.00
49 C 1.6983 1.3495 4.7492  0.00
50 C 2.1283 0.2129 3.8843  0.00
51 O 2.9673 -0.6454 4.1792  0.00
52 C 1.3721 0.3169 2.6341  0.00
53 C 0.4871 1.4569 2.7095  0.00
54 O -0.3277 1.8253 1.7926  0.00
55 C 0.6547 2.1145 4.0079  0.00
56 O 0.0558 3.1100 4.4285  0.00
57 O 1.4712 -0.4856 1.6421  -0.01

***

Entry 2:
Density functional theory data (ωB97M-V/def2-TZVPD) for a structure of composition C37H34MnNO3P.

As for the energy: -3203.2326 a.u. For the highest occupied orbital energy (alpha / beta), the calculation gives -0.25933 / -0.28911 Ha. The calculation puts the relative energy (zero: lowest compared OMol25 entry of this formula, charge and spin) at 0.155 eV. As for the spin multiplicity: 6. The LUMO energy (alpha / beta) comes out at 0.398 / 0.392 eV. For the frontier orbital gap (alpha / beta), the calculation gives 7.5 / 8.3 eV.

Last column: Löwdin spin population.
Geometry (Å):
1 Mn 0.2814 -0.1883 -0.0940  4.65
2 C -1.3070 -3.2016 2.2513  0.00
3 C -1.9472 -4.0552 1.2000  0.00
4 C -2.3624 -5.3443 1.5199  0.00
5 C -2.9653 -6.1671 0.5802  0.00
6 C -3.1724 -5.7053 -0.7082  0.00
7 C -2.7696 -4.4216 -1.0424  0.00
8 C -2.1520 -3.5944 -0.1075  0.01
9 P -1.6288 -1.9104 -0.5670  0.04
10 C -1.6865 -1.8901 -2.3938  0.00
11 C -2.6045 -1.0819 -3.0582  0.00
12 C -2.5800 -0.9580 -4.4400  0.00
13 C -1.6330 -1.6600 -5.1686  0.00
14 C -0.7194 -2.4719 -4.5118  0.00
15 C -0.7210 -2.5938 -3.1266  0.00
16 C 0.3153 -3.4441 -2.4558  0.00
17 C -2.9501 -0.8295 0.0294  0.01
18 C -4.1513 -1.3409 0.5209  0.00
19 C -5.0759 -0.5073 1.1238  0.00
20 C -4.7886 0.8522 1.2329  0.00
21 C -3.6135 1.3656 0.7200  0.00
22 C -2.6618 0.5514 0.0867  0.01
23 C -1.4073 1.0932 -0.4823  0.02
24 H -1.1948 -3.7552 3.1826  0.00
25 H -1.9069 -2.3117 2.4592  0.00
26 H -0.3162 -2.8544 1.9508  0.00
27 H -2.2033 -5.7044 2.5285  0.00
28 H -3.2724 -7.1668 0.8589  0.00
29 H -3.6469 -6.3347 -1.4488  0.00
30 H -2.9385 -4.0576 -2.0472  0.00
31 H -3.3470 -0.5391 -2.4870  0.00
32 H -3.3026 -0.3259 -4.9370  0.00
33 H -1.6048 -1.5853 -6.2482  0.00
34 H 0.0139 -3.0255 -5.0856  0.00
35 H 0.9615 -3.9144 -3.1965  0.00
36 H -0.1288 -4.2321 -1.8468  0.00
37 H 0.9533 -2.8499 -1.7923  0.00
38 H -4.3479 -2.4045 0.4537  0.00
39 H -6.0009 -0.9094 1.5124  0.00
40 H -5.4972 1.5153 1.7136  0.00
41 H -3.4115 2.4283 0.7886  0.00
42 H -1.2768 2.1391 -0.1842  0.01
43 H -1.4597 1.0886 -1.5812  0.01
44 O 0.1848 -0.2597 2.1575  0.05
45 C 1.4301 -0.0438 2.8542  0.00
46 C 2.5510 0.0144 1.7717  0.01
47 O 3.7080 0.0278 2.1554  0.01
48 O 2.1632 0.0524 0.5525  0.06
49 C 1.4038 1.3150 3.5412  0.00
50 C 0.5999 2.3383 3.0536  0.00
51 C 0.5931 3.5811 3.6761  0.00
52 C 1.4016 3.8113 4.7763  0.00
53 C 2.2234 2.7967 5.2489  0.00
54 C 2.2251 1.5558 4.6376  0.00
55 C 1.5823 -1.1767 3.8723  0.00
56 C 0.5213 -1.3812 4.7550  0.00
57 C 0.5544 -2.3929 5.6956  0.00
58 C 1.6640 -3.2261 5.7729  0.00
59 C 2.7249 -3.0240 4.9102  0.00
60 C 2.6935 -2.0039 3.9664  0.00
61 H -0.5471 0.1408 2.6419  0.00
62 H -0.0079 2.1876 2.1679  0.00
63 H -0.0433 4.3646 3.2861  0.00
64 H 1.3978 4.7792 5.2604  0.00
65 H 2.8655 2.9728 6.1019  0.00
66 H 2.8679 0.7673 5.0011  0.00
67 H -0.3468 -0.7316 4.7186  0.00
68 H -0.2795 -2.5260 6.3720  0.00
69 H 1.6968 -4.0211 6.5052  0.00
70 H 3.5954 -3.6641 4.9683  0.00
71 H 3.5319 -1.8357 3.3091  0.00
72 C 1.6168 0.5676 -4.6459  0.00
73 C 1.3930 0.1308 -3.2775  0.02
74 N 1.2039 -0.2156 -2.2019  0.04
75 H 2.1082 -0.2287 -5.2018  0.00
76 H 2.2491 1.4529 -4.6417  0.00
77 H 0.6565 0.7930 -5.1060  0.00

***

Entry 3:
Density functional theory data (ωB97M-V/def2-TZVPD) for a structure of composition C18H17BBrCuFN2O7 at a distorted geometry.

As for the energy: -5671.3907 a.u. For the highest occupied orbital energy, the calculation gives -0.42555 Ha. As for the net charge: +1. The calculation puts the relative energy (zero: lowest compared OMol25 entry of this formula, charge and spin) at 0.000 eV. The LUMO energy comes out at -5.685 eV. For the frontier orbital gap, the calculation gives 5.9 eV.

Last column: Löwdin charge in e.
Geometry (Å):
1 C 3.1568 -1.9967 2.6386  -0.02
2 C 4.1229 -1.1131 1.8921  -0.42
3 N 5.0989 -1.5582 1.2200  0.17
4 C 3.9232 0.3806 1.9926  -0.08
5 C 2.4766 0.7414 1.7397  -0.14
6 C 1.6553 1.0390 2.8263  0.01
7 C 0.3022 1.3045 2.6474  0.04
8 C -0.2338 1.2713 1.3708  -0.08
9 C 0.5716 1.0071 0.2691  -0.01
10 C 1.9420 0.7298 0.4355  0.00
11 C 2.8083 0.3768 -0.7297  -0.35
12 O 3.8783 0.8640 -0.8879  0.20
13 N 2.2993 -0.6343 -1.6588  0.16
14 C 3.1760 -1.7196 -1.8284  -0.57
15 O 3.9303 -1.8651 -2.7102  0.21
16 F 3.0050 -2.6325 -0.8960  0.14
17 C -0.0620 1.0741 -1.0738  -0.28
18 O 0.4946 1.5158 -2.0457  0.15
19 C -1.4688 0.5871 -1.1416  -0.07
20 C -1.8934 -0.0957 -2.4082  -0.09
21 C -3.3138 0.2280 -2.8885  -0.25
22 C -3.6356 1.7112 -2.8413  -0.41
23 Br -5.5042 2.0025 -2.1839  0.84
24 C -2.2176 0.7993 -0.0621  -0.14
25 O -3.5298 0.4120 0.0018  0.16
26 B -3.8246 -0.6870 0.7940  -0.80
27 O -2.8671 -1.3237 1.5606  0.21
28 O -5.1260 -1.0627 0.7919  0.22
29 C -1.6714 1.5183 1.1305  -0.27
30 O -2.3645 2.2303 1.8021  0.18
31 H 2.1235 -1.7943 2.3751  0.07
32 H 3.2708 -1.8455 3.7086  0.09
33 H 3.3416 -3.0379 2.4055  0.08
34 H 5.1189 -2.5758 1.2555  0.06
35 H 4.5833 0.8799 1.3020  0.11
36 H 4.1936 0.6710 3.0048  0.13
37 H 2.0695 1.0552 3.8193  0.12
38 H -0.3167 1.5288 3.5013  0.13
39 H 2.2633 -0.1880 -2.5700  0.14
40 H -1.1896 0.2201 -3.1749  0.12
41 H -1.7435 -1.1676 -2.3082  0.14
42 H -4.0208 -0.3294 -2.2867  0.08
43 H -3.4278 -0.1543 -3.8984  0.12
44 H -3.6392 2.1494 -3.8273  0.07
45 H -3.0567 2.2719 -2.1226  0.07
46 H -2.2256 -1.7869 1.0099  0.13
47 H -5.2273 -1.8335 1.3627  0.12
48 Cu -7.2458 0.8325 -3.3135  0.48

***

Entry 4:
Density functional theory data (ωB97M-V/def2-TZVPD) for a structure of composition C20H21AgN8.

As for the energy: -1359.7675 a.u. For the highest occupied orbital energy, the calculation gives -0.29313 Ha. The calculation puts the relative energy (zero: lowest compared OMol25 entry of this formula, charge and spin) at 0.000 eV. The LUMO energy comes out at 0.286 eV. For the frontier orbital gap, the calculation gives 8.3 eV.

Last column: Löwdin charge in e.
Geometry (Å):
1 Ag -0.3047 0.9687 -0.2710  0.55
2 C -0.9151 -1.9200 1.9827  -0.14
3 N -1.6246 -1.0447 1.0845  -0.10
4 C -3.0651 -1.0858 1.0629  -0.14
5 C -3.5440 0.0884 0.2496  -0.30
6 N -2.7674 0.8485 -0.4652  0.12
7 C -3.6066 1.8076 -1.0376  -0.22
8 C -3.2894 2.8828 -1.8642  -0.01
9 C -4.3310 3.6893 -2.2824  -0.08
10 C -5.6571 3.4371 -1.8886  -0.10
11 C -5.9790 2.3779 -1.0606  -0.03
12 C -4.9213 1.5762 -0.6439  -0.19
13 N -4.8534 0.4623 0.1844  0.16
14 C 0.5409 -1.5308 1.9505  -0.30
15 N 0.9948 -0.4475 1.3975  0.13
16 C 2.3728 -0.4747 1.5954  -0.23
17 C 3.3332 0.4608 1.2120  -0.02
18 C 4.6494 0.1856 1.5418  -0.09
19 C 5.0018 -0.9894 2.2313  -0.10
20 C 4.0528 -1.9216 2.6153  -0.03
21 C 2.7316 -1.6312 2.2866  -0.20
22 N 1.5322 -2.2991 2.5021  0.16
23 H -1.0097 -2.9912 1.7538  0.12
24 H -1.2991 -1.7781 2.9962  0.13
25 H -1.2564 -1.1232 0.1420  0.06
26 H -3.4470 -0.9964 2.0823  0.13
27 H -3.4799 -2.0128 0.6444  0.13
28 H -2.2589 3.0775 -2.1352  0.10
29 H -4.1243 4.5403 -2.9189  0.10
30 H -6.4456 4.0931 -2.2364  0.10
31 H -7.0003 2.1927 -0.7531  0.11
32 H -5.6190 0.0245 0.6642  0.16
33 H 3.0333 1.3694 0.6980  0.10
34 H 5.4257 0.8934 1.2771  0.10
35 H 6.0420 -1.1655 2.4758  0.10
36 H 4.3310 -2.8183 3.1554  0.11
37 H 1.4080 -3.1700 2.9866  0.16
38 C 3.4879 -0.0383 -2.6230  -0.03
39 N 2.7379 -1.2243 -2.1988  -0.19
40 C 3.4834 -2.2652 -1.4829  -0.03
41 C 1.4467 -1.0734 -1.9519  -0.29
42 N 0.3316 -0.8672 -1.7218  0.12
43 H 4.2402 -0.3306 -3.3538  0.09
44 H 3.9744 0.4289 -1.7648  0.08
45 H 2.8085 0.6784 -3.0755  0.10
46 H 4.2236 -2.6990 -2.1550  0.09
47 H 2.7993 -3.0466 -1.1633  0.09
48 H 3.9863 -1.8472 -0.6094  0.07
49 N 1.1984 3.8585 -0.5964  -0.14
50 C 0.6310 2.8503 -0.5189  -0.49

***

Entry 5:
Density functional theory data (ωB97M-V/def2-TZVPD) for a structure of composition C39H30ClNO6P2Pd.

As for the energy: -3281.2722 a.u. For the highest occupied orbital energy, the calculation gives -0.02997 Ha. As for the net charge: -2. The calculation puts the relative energy (zero: lowest compared OMol25 entry of this formula, charge and spin) at 0.442 eV. The LUMO energy comes out at 4.228 eV. For the frontier orbital gap, the calculation gives 5.0 eV.

Last column: Löwdin charge in e.
Geometry (Å):
1 Pd -0.1818 -0.0908 0.9270  0.32
2 O 4.0508 1.7958 1.5253  0.08
3 C 2.9575 0.9834 1.4394  -0.46
4 O 2.1508 0.9381 2.3243  0.10
5 C 2.9509 0.2027 0.1652  -0.21
6 C 4.1584 -0.1748 -0.3867  -0.03
7 C 4.1258 -0.9375 -1.5491  -0.06
8 C 2.9087 -1.2009 -2.1246  -0.01
9 C 1.7244 -0.7626 -1.5152  -0.13
10 N 1.7466 -0.1147 -0.3463  0.13
11 C 0.4005 -1.0223 -2.3119  -0.68
12 O 0.6186 -1.1785 -3.5351  -0.07
13 O -0.6600 -1.0457 -1.6806  -0.05
14 H 3.9615 2.2361 2.3828  0.12
15 H 5.0872 0.1110 0.0857  0.11
16 H 5.0475 -1.2932 -1.9955  0.10
17 H 2.7889 -1.7203 -3.0644  0.11
18 C -3.3363 2.1689 -0.0517  -0.53
19 P -1.5924 1.5092 0.3288  0.90
20 C -1.1538 2.8636 1.5172  -0.37
21 C -1.1673 4.2227 1.2020  -0.12
22 C -0.8174 5.1794 2.1443  -0.11
23 C -0.4576 4.7845 3.4285  -0.12
24 C -0.4467 3.4365 3.7549  -0.09
25 C -0.7872 2.4780 2.8062  -0.10
26 C -0.7525 2.1337 -1.1853  -0.36
27 C -1.2397 1.7982 -2.4494  -0.11
28 C -0.5290 2.1146 -3.5982  -0.10
29 C 0.6810 2.7856 -3.5111  -0.12
30 C 1.1820 3.1200 -2.2595  -0.11
31 C 0.4769 2.7881 -1.1119  -0.12
32 P -4.5985 1.2757 0.9418  1.02
33 C -6.0949 2.3091 0.6318  -0.39
34 C -7.1641 2.2272 1.5324  -0.11
35 C -8.3491 2.9093 1.3093  -0.11
36 C -8.5051 3.6889 0.1682  -0.12
37 C -7.4603 3.7746 -0.7377  -0.11
38 C -6.2696 3.0930 -0.5077  -0.10
39 C -4.2192 1.8103 2.6533  -0.40
40 C -4.3120 3.1338 3.0936  -0.11
41 C -3.9782 3.4631 4.3944  -0.11
42 C -3.5327 2.4729 5.2691  -0.11
43 C -3.4141 1.1651 4.8347  -0.08
44 C -3.7654 0.8316 3.5297  -0.11
45 H -3.5544 1.9288 -1.0952  0.02
46 H -3.3784 3.2554 0.0535  0.04
47 H -1.4339 4.5328 0.1965  0.10
48 H -0.8222 6.2309 1.8775  0.09
49 H -0.1879 5.5286 4.1705  0.08
50 H -0.1736 3.1191 4.7546  0.10
51 H -0.7756 1.4189 3.0556  0.07
52 H -2.1446 1.2121 -2.5388  0.10
53 H -0.9061 1.7933 -4.5613  0.10
54 H 1.2475 3.0142 -4.4060  0.09
55 H 2.1409 3.6197 -2.1703  0.09
56 H 0.8976 3.0196 -0.1392  0.10
57 H -7.0516 1.6293 2.4295  0.10
58 H -9.1543 2.8349 2.0311  0.09
59 H -9.4321 4.2211 -0.0097  0.09
60 H -7.5627 4.3804 -1.6308  0.09
61 H -5.4621 3.1861 -1.2235  0.09
62 H -4.6430 3.9049 2.4066  0.10
63 H -4.0381 4.4939 4.7250  0.09
64 H -3.2489 2.7377 6.2819  0.09
65 H -3.0173 0.3883 5.4753  0.11
66 H -3.6167 -0.1877 3.1999  0.09
67 Cl 2.7467 -5.0859 0.2737  0.58
68 C 1.5678 -4.2208 1.2471  -0.67
69 C 1.8425 -2.9280 1.6474  -0.11
70 C 0.8959 -2.2541 2.4131  -0.06
71 C -0.2941 -2.8631 2.7886  -0.13
72 C -0.5312 -4.1725 2.3833  -0.03
73 C 0.3867 -4.8558 1.5990  -0.12
74 C -1.3172 -2.1030 3.6384  -0.67
75 O -2.0102 -2.7982 4.4132  -0.06
76 O -1.3451 -0.8654 3.4613  -0.08
77 H 2.7658 -2.4466 1.3502  0.09
78 H 1.0772 -1.2300 2.7257  0.09
79 H -1.4535 -4.6431 2.6990  0.11
80 H 0.1943 -5.8652 1.2587  0.09

***

Q: Which value of energy does entry 4 give?
A: -1359.7675 a.u.